Record 1
This record from the OMol25 dataset describes a cluster of 2 separate species, C5H14 in total in a non-equilibrium geometry. The level of theory is ωB97M-V with the def2-TZVPD basis set.

```
19
Properties=species:S:1:pos:R:3:mulliken_charge:R:1
C -1.192 2.061 1.716 -1.29
C -0.243 1.421 0.718 -0.06
C 0.223 0.031 1.240 -1.11
H -0.826 2.737 2.486 0.33
H -1.889 1.339 2.139 0.34
H -1.871 2.769 1.175 0.33
H -0.599 1.403 -0.323 0.31
H 0.660 2.045 0.630 0.23
H -0.278 -0.888 0.905 0.30
H 1.241 -0.044 0.860 0.27
H 0.164 0.000 2.319 0.38
C 0.116 -1.152 -1.998 -0.52
C 1.074 -2.228 -1.595 -0.90
H -0.783 -1.560 -2.446 0.30
H -0.401 -0.604 -1.210 -0.03
H 0.568 -0.489 -2.745 0.27
H 1.568 -2.643 -2.490 0.31
H 0.624 -2.980 -0.893 0.27
H 1.933 -1.951 -0.963 0.28
```

Kohn-Sham gap, eV: 12.142
Total charge: 0
E_HOMO, eV: -11.0
SMILES: CCC.CC
LUMO energy, eV: 1.18
ΔE to the lowest compared entry with this formula, charge and spin, kcal/mol: 17.7

***

Record 2
This record from the OMol25 dataset describes a cluster of 2 separate species, C8H20S2Si in total in a non-equilibrium geometry. The level of theory is ωB97M-V with the def2-TZVPD basis set.

```
31
Properties=species:S:1:pos:R:3:mulliken_charge:R:1
C 2.671 -2.000 1.537 -1.28
C -3.494 1.158 -0.771 -0.94
C 0.502 2.052 0.315 -0.99
C 2.543 1.424 -2.105 -1.09
C 2.706 -1.050 0.341 -0.89
C -3.560 0.441 0.573 -0.46
C 1.345 -0.833 -0.229 0.12
C -2.526 -0.603 0.872 -0.19
Si 0.965 0.793 -1.060 0.06
S 0.981 -2.281 -1.432 -0.21
S -2.825 -2.298 0.810 -0.19
H 2.196 -1.481 2.363 0.37
H 2.359 -3.034 1.231 0.27
H 3.774 -2.217 2.014 0.31
H -3.103 0.618 -1.654 0.29
H -2.889 1.961 -0.529 0.20
H -4.441 1.704 -0.945 0.33
H 1.277 2.882 0.255 0.35
H -0.550 2.449 0.249 0.21
H 0.636 1.661 1.312 0.38
H 2.585 1.212 -3.153 0.35
H 2.641 2.580 -1.875 0.24
H 3.271 0.833 -1.718 0.34
H 3.463 -1.276 -0.282 0.67
H 2.968 -0.104 0.804 0.30
H -4.467 -0.087 0.945 0.37
H -3.540 1.240 1.287 0.27
H 0.673 -0.989 0.542 0.36
H -1.540 -0.241 0.777 0.20
H -0.333 -2.274 -1.459 0.12
H -4.290 -2.240 0.984 0.14
```

Kohn-Sham gap (spin up / spin down), eV: 7.584 / 6.677
Total charge: 0
E_HOMO (spin up / spin down), eV: -7.2 / -7.1
LUMO energy (spin up / spin down), eV: 0.43 / -0.46
ΔE to the lowest compared entry with this formula, charge and spin, kcal/mol: 32.4

***

Record 3
This record from the OMol25 dataset describes an isolated molecule of C4H9NO in a non-equilibrium geometry. The level of theory is ωB97M-V with the def2-TZVPD basis set.

```
15
Properties=species:S:1:pos:R:3:mulliken_charge:R:1
C -0.661 1.868 -0.826 -0.78
N -0.209 0.930 0.102 -0.22
C -1.088 -0.081 0.670 -0.70
C 0.128 -0.446 -0.193 0.39
C 1.388 -0.998 0.398 -0.60
O 1.550 -2.381 -0.066 -0.54
H -1.543 1.530 -1.471 0.30
H -1.018 2.733 -0.150 0.27
H 0.199 2.181 -1.548 0.24
H -2.098 -0.069 0.216 0.29
H -1.252 -0.011 1.782 0.21
H -0.128 -0.752 -1.228 0.33
H 1.360 -0.967 1.554 0.28
H 2.265 -0.498 0.041 0.21
H 1.106 -3.038 0.718 0.32
```

Kohn-Sham gap, eV: 9.762
Total charge: 0
E_HOMO, eV: -8.9
SMILES: CN1C[C@@H]1CO
LUMO energy, eV: 0.84
ΔE to the lowest compared entry with this formula, charge and spin, kcal/mol: 81.2

***

Record 4
This record from the OMol25 dataset describes a cluster of 2 separate species, C17H14B2N2O11 in total in a non-equilibrium geometry. The level of theory is ωB97M-V with the def2-TZVPD basis set.

```
46
Properties=species:S:1:pos:R:3:mulliken_charge:R:1
O 4.593 -3.040 2.502 -0.50
C 4.173 -2.309 1.440 0.34
C 3.355 -3.174 0.273 -0.59
C 1.873 -2.490 0.089 0.05
C 1.495 -1.485 -1.200 -0.40
C -0.044 -0.957 -1.041 -0.10
N -1.094 -1.231 -0.043 -0.41
N -0.776 -2.043 0.995 0.57
C -1.827 -2.353 2.056 -0.57
B -3.347 -2.029 1.426 0.65
O -3.842 -2.596 0.146 -0.63
O -4.252 -1.089 2.149 -0.56
C 0.593 -2.622 1.093 0.04
C 4.491 -0.692 1.340 0.43
C 3.369 0.482 1.064 -0.05
C 3.721 2.109 0.981 -0.37
C 5.257 2.645 1.207 -0.36
C 6.406 1.479 1.510 -0.35
C 6.055 -0.151 1.569 -0.46
H 3.234 -4.304 0.598 0.28
H 3.907 -3.083 -0.765 0.33
H 2.245 -1.226 -2.062 0.33
H -0.379 -0.202 -1.906 0.30
H -1.611 -1.696 3.000 0.29
H -1.764 -3.487 2.381 0.30
H -3.653 -1.899 -0.576 0.37
H -4.792 -0.648 1.411 0.36
H 0.788 -3.292 2.063 0.33
H 2.244 0.196 0.914 0.19
H 2.822 2.860 0.752 0.30
H 5.488 3.799 1.178 0.30
H 7.503 1.884 1.695 0.28
H 6.965 -0.892 1.780 0.29
B -4.092 2.579 -2.154 1.31
O -5.239 3.434 -2.474 -0.53
C -5.158 4.508 -1.676 0.57
O -5.962 5.426 -1.682 -0.60
C -3.997 4.404 -0.832 0.57
O -3.641 5.218 0.005 -0.62
O -3.343 3.264 -1.096 -0.47
O -4.533 1.253 -1.711 -0.59
C -3.999 0.362 -2.559 0.72
O -4.167 -0.844 -2.479 -0.70
C -3.214 1.044 -3.554 0.48
O -2.600 0.519 -4.468 -0.63
O -3.252 2.366 -3.337 -0.53
```

Kohn-Sham gap, eV: 5.766
Total charge: 0
E_HOMO, eV: -9.3
LUMO energy, eV: -3.58

***

Record 5
This record from the OMol25 dataset describes an isolated molecule of C5H8O2S in a non-equilibrium geometry. The level of theory is ωB97M-V with the def2-TZVPD basis set.

```
16
Properties=species:S:1:pos:R:3:mulliken_charge:R:1
C 1.582 -0.183 0.155 -1.30
C 0.234 -0.546 -0.491 0.44
C -0.432 0.597 -1.275 -0.71
O -0.653 1.696 -0.395 -0.51
C -0.690 -1.117 0.560 0.59
O -1.072 -2.292 0.500 -0.56
C -1.117 -0.199 1.610 -0.39
S -2.152 -0.595 2.825 -0.16
H 2.218 0.212 -0.613 0.39
H 2.054 -1.096 0.479 0.40
H 1.481 0.503 1.027 0.25
H 0.487 -1.340 -1.232 0.27
H 0.344 0.789 -2.030 0.41
H -1.386 0.368 -1.781 0.31
H -0.258 2.457 -0.891 0.31
H -0.639 0.744 1.550 0.25
```

Kohn-Sham gap, eV: 7.581
Total charge: 0
E_HOMO, eV: -9.0
SMILES: C[C@H](CO)C(=O)C=S
LUMO energy, eV: -1.38
ΔE to the lowest compared entry with this formula, charge and spin, kcal/mol: 40.0

***

Record 6
This record from the OMol25 dataset describes a structure of composition C30H63Cl8IO2P. The level of theory is ωB97M-V with the def2-TZVPD basis set.

```
105
Properties=species:S:1:pos:R:3:mulliken_charge:R:1
C 3.567 0.044 1.467 0.01
C 3.594 -0.353 2.938 -1.05
C 4.023 -1.802 3.157 -0.15
C 3.049 -2.836 2.560 -0.80
C 3.625 -3.703 1.422 -0.53
C 3.073 -3.438 0.009 -0.52
C 4.154 -3.181 -1.042 0.06
C 3.613 -2.575 -2.334 -1.49
C 3.433 -1.058 -2.319 1.05
C 3.071 -0.505 -3.709 -1.43
C 1.818 0.386 -3.752 0.34
C 2.098 1.887 -3.897 -1.10
C 3.134 2.512 -2.953 -0.74
C 2.676 2.980 -1.549 -0.32
C 1.330 2.475 -1.026 0.30
C 0.126 3.345 -1.391 -1.12
C -1.186 2.597 -1.164 -0.59
C -1.483 1.553 -2.252 0.61
C -2.963 1.407 -2.598 -1.89
C -3.915 1.191 -1.406 -0.45
P -3.714 -0.347 -0.547 0.74
O -2.270 -0.447 0.073 -0.58
O -3.795 -1.533 -1.554 -0.23
C -4.979 -2.317 -1.951 -0.51
C -4.503 -3.507 -2.744 -0.50
C -3.952 -4.636 -1.884 -1.18
C -4.799 -0.550 0.865 -0.65
I -6.803 -0.043 0.319 0.17
C -4.312 0.173 2.134 -0.20
C -4.340 1.694 2.125 -0.99
H 3.456 1.121 1.348 0.28
H 2.742 -0.438 0.935 -0.08
H 4.488 -0.272 0.975 0.01
H 2.598 -0.210 3.373 0.31
H 4.273 0.301 3.492 0.42
H 4.147 -1.978 4.227 0.36
H 5.009 -1.943 2.701 -0.17
H 2.701 -3.498 3.354 0.40
H 2.157 -2.312 2.200 0.36
H 3.453 -4.753 1.670 0.49
H 4.712 -3.588 1.396 0.14
H 2.503 -4.312 -0.317 0.37
H 2.362 -2.603 0.027 0.08
H 4.941 -2.546 -0.623 -0.20
H 4.633 -4.134 -1.282 0.37
H 2.642 -3.037 -2.553 0.35
H 4.272 -2.830 -3.168 0.46
H 2.645 -0.787 -1.608 -0.38
H 4.350 -0.596 -1.937 0.19
H 3.918 0.055 -4.114 0.39
H 2.927 -1.346 -4.391 0.53
H 1.185 0.088 -4.592 0.46
H 1.221 0.198 -2.853 -0.42
H 1.153 2.431 -3.811 0.25
H 2.435 2.056 -4.923 0.51
H 3.966 1.814 -2.831 0.36
H 3.559 3.373 -3.471 0.40
H 3.448 2.679 -0.840 0.22
H 2.665 4.072 -1.511 0.00
H 1.159 1.448 -1.359 -0.53
H 1.376 2.430 0.067 0.53
H 0.142 4.250 -0.780 0.42
H 0.194 3.674 -2.432 0.49
H -1.120 2.103 -0.189 0.13
H -2.016 3.308 -1.090 0.58
H -0.961 1.834 -3.169 0.38
H -1.065 0.580 -1.983 -0.11
H -3.304 2.315 -3.098 0.39
H -3.104 0.593 -3.313 0.41
H -4.954 1.226 -1.741 0.65
H -3.807 1.973 -0.647 0.41
H -1.610 -0.919 -0.459 0.27
H -5.632 -1.656 -2.519 0.35
H -5.490 -2.614 -1.033 0.39
H -5.342 -3.849 -3.351 0.42
H -3.734 -3.148 -3.433 0.24
H -4.620 -4.863 -1.052 0.31
H -3.837 -5.546 -2.470 0.38
H -2.974 -4.386 -1.472 0.28
H -4.840 -1.621 1.066 0.68
H -4.917 -0.209 2.955 0.05
H -3.292 -0.167 2.325 0.30
H -5.282 2.089 1.742 0.29
H -4.224 2.061 3.143 0.38
H -3.516 2.113 1.541 0.19
C -4.623 -0.078 6.552 -0.36
Cl -6.010 -0.201 5.452 -0.11
Cl -3.091 -0.310 5.703 -0.13
H -4.629 0.914 6.986 0.27
H -4.723 -0.849 7.306 0.34
C -9.319 1.358 4.980 -0.03
Cl -8.899 2.280 6.422 -0.14
Cl -9.255 2.338 3.506 -0.16
H -8.605 0.550 4.879 0.02
H -10.329 0.983 5.090 0.30
C 3.823 7.003 0.525 -0.33
Cl 4.113 5.286 0.831 -0.09
Cl 2.617 7.254 -0.746 -0.15
H 3.453 7.454 1.437 0.28
H 4.754 7.454 0.206 0.30
C 8.002 -2.126 1.263 -0.34
Cl 7.841 -3.829 0.823 -0.15
Cl 7.016 -1.077 0.231 -0.10
H 7.662 -2.006 2.285 0.22
H 9.038 -1.834 1.150 0.36
```

Kohn-Sham gap, eV: 9.383
Total charge: +1
E_HOMO, eV: -12.1
LUMO energy, eV: -2.72

***

Record 7
This record from the OMol25 dataset describes an isolated molecule of C14H14ClNO. The level of theory is ωB97M-V with the def2-TZVPD basis set.

```
31
Properties=species:S:1:pos:R:3:mulliken_charge:R:1
C -0.401 1.287 2.410 -1.47
C -0.882 1.184 0.965 -0.37
N -1.884 0.137 0.823 -0.07
C -2.823 0.192 -0.146 0.44
O -2.953 1.121 -0.904 -0.61
C -3.708 -1.059 -0.155 -0.47
Cl -5.024 -0.887 -1.330 -0.17
C 0.261 1.031 -0.023 0.73
C 0.531 2.101 -0.840 -0.62
C 1.560 2.068 -1.789 -0.87
C 2.320 0.943 -1.929 -0.82
C 2.080 -0.185 -1.119 0.94
C 2.860 -1.351 -1.269 -0.82
C 2.643 -2.452 -0.492 -0.52
C 1.630 -2.425 0.476 -0.94
C 0.857 -1.310 0.644 -0.76
C 1.042 -0.151 -0.143 1.31
H 0.245 2.155 2.510 0.39
H -1.251 1.407 3.079 0.42
H 0.165 0.410 2.710 0.29
H -1.406 2.112 0.705 0.59
H -1.810 -0.683 1.403 0.34
H -3.116 -1.929 -0.445 0.30
H -4.157 -1.221 0.826 0.33
H -0.070 2.994 -0.760 0.37
H 1.737 2.933 -2.410 0.39
H 3.112 0.895 -2.662 0.39
H 3.639 -1.352 -2.018 0.37
H 3.243 -3.342 -0.614 0.39
H 1.463 -3.295 1.094 0.40
H 0.095 -1.329 1.406 0.11
```

Kohn-Sham gap, eV: 8.833
Total charge: 0
E_HOMO, eV: -8.4
SMILES: C[C@H](NC(=O)CCl)c1cccc2ccccc12
LUMO energy, eV: 0.46
ΔE to the lowest compared entry with this formula, charge and spin, kcal/mol: 0.0

***

Record 8
This record from the OMol25 dataset describes an isolated molecule of CH3NO2S2 in a non-equilibrium geometry. The level of theory is ωB97M-V with the def2-TZVPD basis set.

```
9
Properties=species:S:1:pos:R:3:mulliken_charge:R:1
N 0.576 -0.323 0.944 -0.53
S 0.712 1.045 -0.017 1.15
O 1.111 2.213 0.687 -0.54
O 1.496 0.668 -1.145 -0.55
C -0.941 1.386 -0.512 -0.26
S -2.480 0.233 0.078 -0.18
H -0.333 -0.700 0.631 0.24
H 0.360 -0.043 1.862 0.33
H -1.418 2.312 -0.931 0.34
```

Kohn-Sham gap (spin up / spin down), eV: 7.336 / 7.350
Total charge: 0
E_HOMO (spin up / spin down), eV: -10.2 / -10.2
SMILES: NS(=O)(=O)C=S
LUMO energy (spin up / spin down), eV: -2.87 / -2.86
ΔE to the lowest compared entry with this formula, charge and spin, kcal/mol: 73.9

***

- Which value of total charge does entry 6 give?
  +1

***

- What is the total charge in the seventh record?
  0